(1)
The following is a quantum chemistry calculation of 2 unconnected molecules or ions with the total composition C13H23BO7, from OMol25.

Geometry as XYZ:
```
44
Properties=species:S:1:pos:R:3:nbo_charge:R:1
C 2.4707 -2.4743 -0.3357 -0.379
C 2.5676 -1.1828 -0.6017 -0.151
C 2.1654 0.0062 0.2876 -0.597
B 2.7749 1.3163 -0.3933 1.190
O 3.6623 2.1220 0.2543 -0.894
O 2.3265 1.6987 -1.6392 -0.902
C 2.7559 -0.3796 1.6470 0.827
O 3.8371 -0.1702 2.1018 -0.548
O 1.8226 -1.1122 2.3231 -0.517
C 0.5238 -0.9876 1.7100 -0.086
C 0.6625 0.1359 0.6824 -0.002
C -0.4274 0.1356 -0.3975 -0.413
C -0.2763 -0.7561 -1.6295 -0.400
C -1.5815 -0.8125 -2.4420 -0.394
C -2.4085 -2.0909 -2.2586 -0.394
C -2.6072 -2.5587 -0.8129 -0.616
C 0.5657 1.4821 1.4431 -0.525
C -0.8205 1.8502 1.9197 0.808
O -1.6577 1.0863 2.3223 -0.608
O -1.0114 3.1784 1.8706 -0.692
H 2.0945 -2.8631 0.6010 0.206
H 2.8083 -3.1988 -1.0654 0.207
H 3.0413 -0.9291 -1.5482 0.191
H 4.4476 2.3449 -0.2504 0.508
H 2.1638 0.9823 -2.2580 0.495
H -0.1894 -0.7518 2.4953 0.228
H 0.2440 -1.9410 1.2564 0.182
H -1.3710 -0.1342 0.0843 0.231
H -0.5534 1.1664 -0.7466 0.210
H -0.0027 -1.7674 -1.3240 0.211
H 0.5311 -0.3920 -2.2687 0.185
H -1.3441 -0.7076 -3.5028 0.207
H -2.1964 0.0592 -2.1924 0.194
H -3.3960 -1.9052 -2.6888 0.204
H -1.9737 -2.8916 -2.8616 0.196
H -2.7506 -3.6394 -0.7780 0.213
H -1.7507 -2.3385 -0.1754 0.196
H -3.4944 -2.1069 -0.3673 0.209
H 0.9216 2.3046 0.8189 0.238
H 1.2014 1.4798 2.3355 0.255
H -1.8128 3.3871 2.3867 0.518
O -3.6939 4.3908 2.2474 -0.953
H -3.6410 4.7484 1.3552 0.478
H -4.6279 4.2162 2.3955 0.482
```

Values from the calculation:
Structure (SMILES): C=C[C@]1(B(O)O)C(=O)OC[C@@]1(CCCCC)CC(=O)O.O
Relative energy (zero: lowest compared OMol25 entry of this formula, charge and spin): 0.0 kJ/mol
Charge: 0
E: -1060.79681 Eh
Kohn-Sham gap: 9.928 eV
Max |F|: 0.015 hartree/bohr
HOMO: -9.55 eV

(2)
The following is a quantum chemistry calculation of 2 unconnected molecules or ions with the total composition C4H10N2O, from OMol25.

Geometry as XYZ:
```
17
Properties=species:S:1:pos:R:3:nbo_charge:R:1
C -2.0602 0.7383 1.4753 -0.199
N -1.9554 0.1078 0.3759 0.126
C -1.8449 1.0066 -0.8229 -0.457
O -2.0635 -1.1491 0.2931 -0.539
H -2.1117 1.8393 1.5944 0.188
H -2.3199 0.1456 2.3387 0.198
H -2.0959 0.2575 -1.5311 0.236
H -2.5474 1.8617 -0.5949 0.212
H -0.8477 1.5035 -0.9167 0.235
C 1.2799 -1.6885 -0.5552 -0.050
N 1.5773 -0.4494 -0.2678 -0.406
C 2.9102 0.0012 -0.1014 -0.445
H 1.9441 -2.4382 -0.7291 0.135
H 0.3335 -1.8876 -0.5639 0.177
H 3.0536 1.0737 -0.2513 0.207
H 3.1548 -0.2658 1.0144 0.209
H 3.5931 -0.6568 -0.7576 0.172
```

Values from the calculation:
Structure (SMILES): C=[N+](C)[O-].C=NC
Relative energy (zero: lowest compared OMol25 entry of this formula, charge and spin): 562.4 kJ/mol
Charge: 0
E: -342.98724 Eh
Kohn-Sham gap: 9.643 eV
Max |F|: 0.144 hartree/bohr
HOMO: -8.68 eV

(3)
The following is a quantum chemistry calculation of a molecular structure, C47H28FIN2O10S, from OMol25.

Geometry as XYZ:
```
90
Properties=species:S:1:pos:R:3:mulliken_charge:R:1
N 5.4140 -3.9303 2.9770 -0.483
C 5.4699 -3.9870 1.8311 -0.036
C 5.5676 -4.2918 0.3731 0.329
C 6.7840 -5.2187 0.0839 -1.083
O 6.4808 -6.5638 -0.0102 -0.175
O 6.4507 -7.0728 1.3316 -0.344
C 4.2101 -4.7154 -0.2395 -0.143
I 4.4837 -5.1106 -2.3573 0.364
C 3.3154 -3.5393 -0.1728 -0.024
N 2.6846 -2.5822 -0.2373 -0.315
S 3.4123 -6.1740 0.5259 1.350
O 3.6554 -7.3469 -0.2503 -0.579
O 3.6629 -6.2556 1.9250 -0.515
F 1.8942 -5.7900 0.3303 -0.215
H 5.8000 -3.3308 -0.0934 0.592
H 7.5188 -5.0676 0.8813 0.506
H 7.2524 -4.8847 -0.8387 0.462
H 6.2134 -7.9946 1.1834 0.327
C -4.7637 2.3464 -0.2404 -0.680
C -5.7736 1.6575 0.4231 -0.474
C -5.4663 0.5575 1.2061 -0.639
C -4.1483 0.1339 1.3211 0.230
C -3.1360 0.8115 0.6375 0.557
C -3.4490 1.9251 -0.1350 -0.527
C -1.7248 0.3462 0.7135 0.503
O -0.8410 0.9402 0.1234 -0.705
C -1.4216 -0.8630 1.5227 0.453
C -0.1183 -1.3434 1.5631 -0.717
C 0.1822 -2.4626 2.3217 -0.538
C -0.8154 -3.1010 3.0510 -0.739
C -2.1174 -2.6288 3.0111 -0.607
C -2.4272 -1.5150 2.2411 0.271
C -3.8352 -1.0396 2.1827 0.472
O -4.7092 -1.5949 2.8159 -0.682
H -5.0050 3.2117 -0.8438 0.421
H -6.8016 1.9822 0.3305 0.411
H -6.2482 0.0238 1.7282 0.498
H -2.6672 2.4610 -0.6546 0.435
H 0.6593 -0.8475 0.9991 0.555
H 1.1965 -2.8385 2.3468 0.568
H -0.5762 -3.9713 3.6480 0.432
H -2.8956 -3.1256 3.5735 0.494
C -1.0827 3.8487 1.6186 -0.334
C -1.1791 5.1807 1.2271 -0.846
C -1.6635 6.1326 2.1094 -0.578
C -2.0663 5.7544 3.3849 0.192
C -1.9903 4.4138 3.7699 0.160
C -1.4878 3.4669 2.8863 -0.683
C -2.4580 3.9781 5.1139 0.529
O -2.3878 2.8140 5.4510 -0.671
C -3.0215 5.0056 6.0318 0.200
C -3.5135 4.6134 7.2709 -0.550
C -4.0292 5.5593 8.1409 -0.476
C -4.0487 6.9031 7.7806 -0.472
C -3.5642 7.2989 6.5452 -0.558
C -3.0570 6.3520 5.6634 0.148
C -2.5697 6.7903 4.3267 0.639
O -2.5876 7.9631 4.0117 -0.668
H -0.6976 3.1066 0.9317 0.682
H -0.8741 5.4756 0.2312 0.440
H -1.7343 7.1692 1.8101 0.476
H -1.4193 2.4308 3.1917 0.614
H -3.4940 3.5690 7.5499 0.477
H -4.4160 5.2513 9.1034 0.402
H -4.4462 7.6414 8.4646 0.399
H -3.5818 8.3418 6.2606 0.471
C 1.0417 0.8889 -3.2865 -0.460
C 0.3922 1.6923 -4.2186 -0.574
C 0.3281 1.3060 -5.5475 -0.615
C 0.9224 0.1175 -5.9535 0.432
C 1.5946 -0.6773 -5.0225 0.133
C 1.6431 -0.2923 -3.6872 -0.765
C 2.2731 -1.9324 -5.4409 0.485
O 2.8514 -2.6214 -4.6239 -0.652
C 2.2284 -2.3165 -6.8779 0.161
C 2.8982 -3.4585 -7.3004 -0.515
C 2.8549 -3.8336 -8.6326 -0.556
C 2.1353 -3.0733 -9.5489 -0.448
C 1.4701 -1.9315 -9.1348 -0.622
C 1.5206 -1.5443 -7.8012 0.277
C 0.8254 -0.2964 -7.3794 0.549
O 0.1976 0.3658 -8.1799 -0.674
H 1.0802 1.1869 -2.2468 0.484
H -0.0678 2.6203 -3.9055 0.422
H -0.1825 1.9253 -6.2719 0.470
H 2.1508 -0.9172 -2.9651 0.660
H 3.4540 -4.0499 -6.5863 0.523
H 3.3808 -4.7208 -8.9600 0.397
H 2.0973 -3.3715 -10.5883 0.401
H 0.9133 -1.3363 -9.8452 0.478
```

Values from the calculation:
Charge: 0
E: -3465.41758 Eh
Kohn-Sham gap: 8.385 eV
Max |F|: 0.044 hartree/bohr
HOMO: -9.63 eV

(4)
The following is a quantum chemistry calculation of a molecular structure, C50H38BrCrF4N2P3S3, from OMol25.

Geometry as XYZ:
```
102
Properties=species:S:1:pos:R:3:mulliken_spin:R:1
Cr -0.0065 0.4609 0.4491 3.290
S -1.8731 2.0061 0.0246 -0.047
P -2.8052 0.2074 -0.0508 0.044
C -1.5005 -0.8183 0.2892 -0.142
P -0.6659 -2.1728 -0.2885 0.018
S 1.2486 -1.5650 0.0301 -0.051
C -0.9038 -2.5347 -2.0460 -0.030
C -0.5187 -1.5746 -2.9805 0.024
C -0.7589 -1.7752 -4.3274 0.012
C -1.3811 -2.9428 -4.7550 0.000
C -1.7533 -3.9081 -3.8335 0.000
C -1.5172 -3.7059 -2.4797 0.000
C -1.0719 -3.7056 0.5524 0.015
C -2.3280 -3.8504 1.1248 -0.016
C -2.6975 -5.0688 1.6803 0.000
C -1.8037 -6.1274 1.6796 0.000
C -0.5352 -5.9759 1.1276 0.000
C -0.1699 -4.7683 0.5583 -0.005
C -3.6777 -0.0477 -1.6023 0.000
C -4.1213 1.0479 -2.3389 -0.002
C -4.8228 0.8494 -3.5179 0.000
C -5.0800 -0.4382 -3.9682 0.000
C -4.6444 -1.5326 -3.2347 0.000
C -3.9488 -1.3371 -2.0523 -0.008
C -4.0812 0.1378 1.2354 0.012
C -4.1056 1.0683 2.2690 -0.008
C -5.0144 0.9302 3.3096 0.001
C -5.9013 -0.1353 3.3232 -0.001
C -5.8911 -1.0605 2.2859 0.000
C -4.9885 -0.9222 1.2447 -0.002
H -0.0169 -0.6711 -2.6483 0.000
H -0.4539 -1.0284 -5.0482 0.000
H -1.5662 -3.1018 -5.8091 0.000
H -2.2245 -4.8239 -4.1648 0.000
H -1.8159 -4.4645 -1.7674 0.000
H -3.0066 -3.0055 1.1569 0.006
H -3.6772 -5.1835 2.1255 0.000
H -2.0906 -7.0757 2.1153 0.000
H 0.1639 -6.8011 1.1397 0.000
H 0.8159 -4.6472 0.1236 0.000
H -3.9146 2.0528 -1.9919 0.001
H -5.1693 1.7012 -4.0875 0.000
H -5.6208 -0.5884 -4.8928 0.000
H -4.8393 -2.5381 -3.5821 0.000
H -3.6101 -2.1980 -1.4890 -0.001
H -3.4109 1.9003 2.2601 0.004
H -5.0303 1.6598 4.1085 0.000
H -6.6111 -0.2398 4.1328 0.000
H -6.5956 -1.8814 2.2838 0.000
H -5.0065 -1.6376 0.4314 0.000
F 5.7351 -0.1948 5.7750 0.000
C 4.6065 -0.0629 5.1012 0.000
C 3.3902 -0.1796 5.7431 -0.001
F 3.3392 -0.4313 7.0436 0.000
C 2.2232 -0.0303 5.0141 0.000
F 1.0883 -0.1662 5.7026 0.001
C 2.2040 0.2302 3.6460 -0.037
P 0.5506 0.3738 2.8540 -0.052
C -0.2316 1.7980 3.6813 -0.013
C -0.9094 1.7397 4.9000 -0.004
C -1.4808 2.8837 5.4324 0.001
C -1.3789 4.0970 4.7625 0.000
C -0.7094 4.1631 3.5507 -0.003
C -0.1474 3.0158 3.0115 0.011
C -0.2705 -1.1353 3.4639 -0.026
C 0.4663 -2.3008 3.6450 0.006
C -0.1500 -3.4468 4.1270 0.003
C -1.5025 -3.4329 4.4289 -0.001
C -2.2479 -2.2803 4.2160 0.003
C -1.6362 -1.1380 3.7284 0.012
C 3.4517 0.3476 3.0209 -0.002
Br 3.6900 0.7575 1.2078 0.011
C 4.6267 0.2033 3.7417 -0.001
F 5.8139 0.3229 3.1571 0.000
H -0.9992 0.8064 5.4361 -0.001
H -2.0012 2.8272 6.3789 0.000
H -1.8242 4.9873 5.1864 0.000
H -0.6300 5.1005 3.0166 0.000
H 0.3518 3.0715 2.0505 -0.016
H 1.5239 -2.3240 3.4106 0.002
H 0.4321 -4.3475 4.2688 0.000
H -1.9782 -4.3225 4.8192 0.000
H -3.3094 -2.2648 4.4295 0.000
H -2.2302 -0.2515 3.5582 -0.002
N -0.0742 3.1469 -2.2737 -0.003
C 0.9036 3.4738 -1.4220 0.020
S 1.5719 2.3303 -0.3464 -0.038
N 1.3996 4.7132 -1.5593 0.002
C 2.3556 5.4745 -0.8206 -0.003
C 2.8800 6.5694 -1.5022 0.000
C 3.7847 7.4123 -0.8828 0.000
C 4.1760 7.1697 0.4258 0.001
C 3.6447 6.0833 1.1005 0.000
C 2.7332 5.2306 0.4922 -0.001
H -0.5636 2.2827 -2.1060 0.011
H -0.5539 3.8483 -2.8143 0.001
H 1.0601 5.2167 -2.3668 0.000
H 2.5837 6.7598 -2.5273 0.000
H 4.1856 8.2563 -1.4267 0.000
H 4.8858 7.8232 0.9133 0.000
H 3.9389 5.8867 2.1229 0.000
H 2.3367 4.3946 1.0390 0.003
```

Values from the calculation:
<S²>: 3.87
Relative energy (zero: lowest compared OMol25 entry of this formula, charge and spin): 57.3 kJ/mol
2S+1: 4
Charge: +1
E: -8274.13930 Eh
Kohn-Sham gap (alpha / beta): 6.926 / 8.301 eV
Max |F|: 0.011 hartree/bohr
HOMO (alpha / beta): -10.07 / -10.56 eV

(5)
The following is a quantum chemistry calculation of 13 unconnected molecules or ions with the total composition C58H92O16, from OMol25.

Geometry as XYZ:
```
166
Properties=species:S:1:pos:R:3:mulliken_charge:R:1
C 4.6546 0.5958 -3.3654 -0.751
C 5.3761 -0.3156 -4.0086 -0.762
C 4.6739 -1.3829 -4.8217 0.070
O 5.2961 -2.2343 -5.3979 -0.593
C 3.2367 -1.3799 -4.9215 -0.558
C 2.5159 -0.4131 -4.3439 0.336
C 3.1624 0.5182 -3.4484 0.105
O 2.5246 1.3325 -2.7987 -0.066
H 5.0322 1.3236 -2.6916 0.951
H 6.4584 -0.3416 -3.9313 0.473
H 2.7980 -2.2745 -5.4244 0.409
H 1.4323 -0.4384 -4.3080 0.177
C -6.1684 -4.5298 -1.7906 -0.619
C -5.0371 -4.5267 -1.0901 -0.628
C -4.1994 -3.2710 -0.8775 -0.059
O -3.1418 -3.2869 -0.2623 -0.304
C -4.6684 -1.9812 -1.5283 0.669
C -5.7663 -2.0494 -2.2522 -0.254
C -6.6022 -3.2948 -2.3893 0.104
O -7.5447 -3.2232 -3.1813 -0.582
H -6.7718 -5.3780 -2.0519 0.483
H -4.6471 -5.4274 -0.6919 0.508
H -3.9445 -1.1103 -1.5077 0.115
H -6.0360 -1.1509 -2.7474 0.449
C 0.5699 3.5819 -4.9726 -0.379
C 0.5411 2.8278 -6.0575 -0.663
C -0.1157 1.4260 -6.0189 0.257
O -0.2346 0.8297 -7.0581 -0.603
C -0.6322 1.0029 -4.7330 -0.220
C -0.4575 1.6576 -3.5961 1.141
C 0.0697 3.0511 -3.6618 0.127
O -0.0650 3.8250 -2.7217 -0.641
H 0.8447 4.6575 -4.9656 0.550
H 0.8943 3.1614 -6.9923 0.554
H -1.1238 0.0043 -4.5675 0.199
H -0.8267 1.3240 -2.6250 -0.208
C 4.5294 -1.7746 1.2668 0.462
C 4.5978 -1.1442 -0.1342 0.649
C 4.8774 -2.3601 -0.9717 -0.532
O 4.0086 -3.3598 -0.3764 -0.495
C 3.9492 -3.1722 0.9934 -0.166
H 3.9403 -1.2674 2.0106 -1.089
H 5.5016 -1.7165 1.7252 0.496
H 5.3640 -0.3522 -0.2055 0.647
H 3.6956 -0.6246 -0.4287 -0.681
H 5.9210 -2.6871 -0.7372 0.228
H 4.6993 -2.4155 -2.0115 0.223
H 4.5000 -3.9379 1.4990 0.389
H 2.9478 -3.1534 1.3652 -0.204
C -2.4772 2.0699 5.0872 -0.747
C -4.0233 2.2238 4.9316 -0.501
C -4.1912 2.7383 3.5192 -0.601
O -3.1525 2.2309 2.7238 -0.177
C -2.0828 1.7307 3.6268 0.472
H -2.2908 1.2457 5.7507 0.353
H -2.0300 2.9529 5.4168 0.480
H -4.3588 2.8586 5.7268 0.470
H -4.4033 1.1492 5.0838 0.058
H -4.1365 3.8210 3.5350 0.400
H -5.0941 2.3690 3.0680 0.283
H -1.1465 2.1124 3.2673 0.091
H -2.0948 0.6341 3.5503 -0.281
C -5.2931 -2.5108 3.1254 -0.437
C -4.2204 -1.4337 3.0283 0.800
C -4.8113 -0.4386 2.0319 0.531
O -5.6713 -1.2744 1.1345 -0.316
C -6.3022 -2.1788 2.0652 -0.677
H -5.7404 -2.6895 4.1084 0.401
H -4.8080 -3.4749 2.8764 0.085
H -3.2715 -1.8906 2.7485 -0.716
H -4.1641 -0.8935 4.0058 0.048
H -4.0491 0.0774 1.3895 -0.390
H -5.4788 0.2478 2.5330 -0.023
H -6.6543 -3.1132 1.4625 0.266
H -7.1338 -1.6773 2.4569 0.334
C 4.0902 4.8830 -4.0468 -0.606
C 3.6477 4.6731 -2.5652 0.752
C 4.9300 4.7142 -1.7768 -0.455
O 5.8870 4.0890 -2.6759 -0.442
C 5.5963 4.6812 -3.9982 -0.442
H 3.8099 5.8851 -4.3651 0.395
H 3.6546 4.2655 -4.7937 0.170
H 3.2130 3.6711 -2.5019 -0.755
H 2.9141 5.4372 -2.2701 0.448
H 5.0386 4.1476 -0.7899 0.140
H 5.2609 5.7771 -1.5466 0.308
H 5.9917 3.9473 -4.7308 0.314
H 6.1004 5.6529 -4.1348 0.262
C -4.8201 2.8017 -0.9781 -0.513
C -5.2596 1.9775 -2.2835 -0.464
C -3.9622 1.5444 -2.7859 -0.795
O -3.1611 1.2572 -1.7127 0.218
C -3.3472 2.3195 -0.7826 0.279
H -5.4730 2.5531 -0.1026 0.257
H -4.7914 3.8967 -1.2118 0.303
H -5.8279 2.4514 -3.0982 0.383
H -5.8058 1.0915 -1.9829 0.006
H -3.4731 2.3665 -3.3385 0.292
H -4.0957 0.6846 -3.3725 0.577
H -2.5467 3.0970 -1.0376 0.272
H -3.1300 1.9501 0.1520 -0.611
C -1.2102 -5.5423 3.6275 -0.673
C -0.4387 -5.2222 2.3479 -0.616
C -0.9337 -3.8355 1.9882 1.688
O -1.1590 -3.2078 3.2978 -0.341
C -1.1286 -4.1873 4.3365 -0.489
H -0.6964 -6.2657 4.2528 0.410
H -2.2429 -5.7841 3.4417 0.289
H -0.6260 -6.0491 1.6057 0.381
H 0.6212 -5.1040 2.5101 0.279
H -1.9125 -3.9391 1.5147 -0.320
H -0.2637 -3.1686 1.4186 -1.124
H -1.9579 -4.0186 5.0449 0.283
H -0.1911 -4.0585 4.9264 0.208
C 3.9782 -0.3053 5.7552 -0.620
C 3.3725 -1.6574 5.3847 -0.778
C 2.4532 -1.4044 4.2473 0.293
O 2.8060 -0.1090 3.7490 -0.307
C 3.9159 0.4555 4.4249 -0.279
H 4.9723 -0.3526 6.1744 0.357
H 3.2980 0.1538 6.4404 0.293
H 2.8807 -2.1023 6.2773 0.321
H 4.1897 -2.3376 5.1145 0.311
H 1.3983 -1.4392 4.4962 0.310
H 2.5953 -2.1353 3.4595 -0.290
H 3.7412 1.5294 4.4471 0.066
H 4.8083 0.2582 3.8378 0.224
C 2.4924 4.4282 3.8475 -0.402
C 2.2932 4.1308 2.3453 0.593
C 0.9239 4.7826 2.0355 -0.200
O 0.4327 5.3232 3.2425 -0.485
C 1.5022 5.5736 4.0798 -0.659
H 3.5718 4.5859 4.1093 0.349
H 2.1345 3.5614 4.4655 0.049
H 2.1381 3.0570 2.0788 -0.588
H 2.9958 4.6231 1.6666 0.336
H 0.1647 4.1175 1.6621 0.014
H 1.1040 5.6834 1.3240 0.293
H 1.1657 5.5745 5.0996 0.456
H 2.0163 6.5506 3.8776 0.246
C 0.6379 -4.1428 -4.7670 -0.615
C 0.9531 -3.6603 -3.2959 -0.352
C -0.0600 -2.5113 -3.1883 0.874
O -0.6433 -2.1697 -4.4413 -0.361
C -0.6501 -3.4323 -5.1801 -0.623
H 0.4926 -5.2264 -4.7930 0.408
H 1.4418 -3.8810 -5.4945 0.115
H 1.9675 -3.4363 -3.0281 0.114
H 0.5889 -4.4783 -2.6368 0.366
H 0.2813 -1.5138 -2.8488 -0.690
H -0.8934 -2.7627 -2.4789 0.219
H -0.6244 -3.1246 -6.2578 0.367
H -1.5152 -4.0274 -4.9217 0.278
C -0.1582 -0.6147 1.0908 -0.009
C 0.3941 0.8506 1.3141 1.534
C 0.9717 1.1756 -0.0263 -0.968
O 1.1713 -0.0464 -0.7126 0.457
C 0.8000 -1.1590 0.0546 1.106
H -1.1408 -0.6208 0.7648 0.332
H -0.1112 -1.2253 2.0491 -0.241
H 1.1440 0.7247 2.1685 -0.691
H -0.3897 1.5195 1.6452 -0.331
H 1.9248 1.6025 0.0571 0.466
H 0.2836 1.7789 -0.6105 -0.128
H 1.7097 -1.6911 0.3956 -1.686
H 0.2286 -1.9365 -0.5289 -0.031
```

Values from the calculation:
Charge: 0
E: -3468.67366 Eh
Kohn-Sham gap: 7.958 eV
Max |F|: 0.073 hartree/bohr
HOMO: -9.22 eV

Among the records above, which one has the highest E? C4H10N2O